Entry one
# C45H90O45

15 unconnected molecules or ions with the total composition C45H90O45 (ωB97M-V/def2-TZVPD, OMol25).

The value obtained for the HOMO-LUMO gap is 10.83 eV.

```
180
C45H90O45 | OMol25 | ωB97M-V/def2-TZVPD
C -4.168 1.705 0.414
O -4.788 0.902 -0.616
C -4.116 -0.076 -1.286
O -2.951 -0.450 -1.137
O -4.991 -0.728 -2.054
C -4.697 -1.993 -2.636
H -4.122 1.401 1.459
H -4.905 2.508 0.393
H -3.185 2.125 0.200
H -4.540 -2.798 -1.918
H -3.875 -2.026 -3.351
H -5.498 -2.473 -3.199
C -4.350 0.293 5.636
O -3.971 1.572 5.100
C -3.054 1.582 4.072
O -2.491 0.620 3.535
O -2.898 2.840 3.685
C -2.066 3.210 2.645
H -4.485 -0.418 4.820
H -5.336 0.485 6.057
H -3.622 -0.226 6.261
H -1.057 3.146 3.053
H -2.328 4.221 2.333
H -2.192 2.562 1.777
C 0.906 6.084 0.789
O 1.429 4.950 1.497
C 2.711 4.709 1.436
O 3.580 5.329 0.851
O 2.931 3.711 2.372
C 4.276 3.228 2.624
H 1.252 7.047 1.164
H -0.174 6.178 0.899
H 1.128 5.909 -0.264
H 4.667 3.001 1.632
H 4.317 2.211 3.015
H 4.849 3.870 3.294
C 3.519 -1.288 -2.990
O 4.394 -2.273 -3.402
C 4.436 -2.612 -4.680
O 3.555 -2.352 -5.483
O 5.477 -3.386 -4.833
C 5.688 -4.097 -6.027
H 2.464 -1.451 -3.210
H 3.780 -0.254 -3.219
H 3.614 -1.199 -1.908
H 6.480 -4.781 -5.721
H 5.967 -3.385 -6.805
H 4.768 -4.615 -6.298
C -2.952 -3.511 5.457
O -2.162 -2.945 4.441
C -0.828 -3.131 4.214
O -0.224 -2.699 3.224
O -0.318 -3.992 5.213
C 0.993 -4.428 5.103
H -3.261 -2.932 6.327
H -2.392 -4.350 5.871
H -3.764 -3.964 4.889
H 1.298 -5.010 4.233
H 1.074 -5.101 5.956
H 1.607 -3.541 5.259
C 0.433 0.204 5.238
O 0.738 -0.835 6.172
C -0.182 -1.223 7.149
O -1.354 -0.771 7.298
O 0.452 -2.075 8.024
C -0.154 -2.765 9.138
H -0.356 0.018 4.510
H 1.342 0.426 4.679
H 0.324 1.152 5.765
H 0.499 -3.387 9.751
H -1.002 -3.350 8.780
H -0.595 -2.025 9.806
C 0.099 -1.729 -2.170
O -0.594 -2.246 -3.205
C -0.931 -3.501 -3.292
O -0.545 -4.418 -2.513
O -1.797 -3.623 -4.328
C -2.347 -4.907 -4.460
H 0.885 -2.448 -1.935
H -0.612 -1.562 -1.361
H 0.532 -0.809 -2.563
H -2.241 -5.396 -5.428
H -3.393 -4.883 -4.155
H -1.914 -5.695 -3.843
C 3.110 -1.174 3.247
O 3.641 -1.363 1.931
C 4.851 -0.820 1.590
O 5.446 0.048 2.181
O 5.147 -1.358 0.356
C 6.365 -0.819 -0.271
H 2.258 -1.853 3.214
H 2.774 -0.137 3.213
H 3.749 -1.382 4.105
H 7.171 -0.807 0.462
H 6.183 0.212 -0.577
H 6.751 -1.528 -1.003
C 1.702 4.892 -3.604
O 2.452 4.642 -4.802
C 2.344 5.392 -5.933
O 3.075 5.304 -6.894
O 1.402 6.298 -5.845
C 1.270 7.332 -6.933
H 1.773 5.940 -3.314
H 2.226 4.388 -2.791
H 0.723 4.428 -3.729
H 1.503 6.928 -7.918
H 1.934 8.125 -6.589
H 0.246 7.637 -7.148
C -1.679 3.999 -1.492
O -2.445 4.841 -0.555
C -3.796 4.926 -0.636
O -4.536 4.454 -1.510
O -4.301 5.313 0.632
C -5.662 5.275 1.036
H -2.062 4.156 -2.501
H -1.652 2.954 -1.184
H -0.661 4.389 -1.501
H -5.791 4.957 2.070
H -6.173 4.579 0.371
H -6.060 6.286 0.949
C -5.946 -5.284 3.032
O -6.456 -4.027 3.457
C -5.997 -2.891 2.916
O -6.577 -1.833 3.085
O -4.982 -3.060 2.180
C -3.935 -2.112 1.847
H -4.870 -5.369 3.180
H -6.091 -5.520 1.978
H -6.518 -6.005 3.615
H -4.233 -1.513 0.987
H -2.923 -2.510 1.776
H -3.982 -1.353 2.628
C -1.989 1.820 -3.971
O -1.419 1.236 -5.175
C -0.096 1.014 -5.227
O 0.655 1.085 -4.190
O 0.262 0.450 -6.401
C 1.597 -0.023 -6.594
H -1.483 2.779 -3.856
H -1.794 1.395 -2.986
H -3.045 2.083 -4.035
H 2.324 0.739 -6.315
H 1.732 -0.088 -7.674
H 1.777 -0.950 -6.049
C 5.172 4.362 -2.305
O 4.774 3.418 -3.301
C 5.430 3.153 -4.403
O 6.422 3.738 -4.877
O 4.760 2.091 -4.995
C 5.139 1.575 -6.286
H 5.813 5.154 -2.692
H 5.786 3.834 -1.575
H 4.347 4.735 -1.698
H 5.011 0.493 -6.281
H 6.182 1.610 -6.603
H 4.617 2.075 -7.102
C -1.349 -7.929 4.166
O -2.108 -7.015 3.418
C -1.458 -6.198 2.508
O -0.254 -6.121 2.355
O -2.395 -5.653 1.741
C -1.989 -4.733 0.705
H -0.513 -7.319 4.510
H -1.037 -8.743 3.512
H -1.786 -8.264 5.107
H -1.358 -3.958 1.140
H -2.897 -4.273 0.314
H -1.459 -5.266 -0.084
C -0.596 -0.196 1.132
O 0.515 -0.082 0.255
C 1.069 1.134 -0.019
O 0.654 2.240 0.415
O 2.167 0.888 -0.839
C 2.820 1.967 -1.470
H -0.309 -0.066 2.176
H -0.869 -1.252 1.122
H -1.452 0.412 0.841
H 2.349 2.214 -2.421
H 3.811 1.571 -1.695
H 3.013 2.825 -0.826
```



Entry two
# C45H90O45

15 unconnected molecules or ions with the total composition C45H90O45 (ωB97M-V/def2-TZVPD, OMol25).

The value obtained for the HOMO-LUMO gap is 10.26 eV.

```
180
C45H90O45 | OMol25 | ωB97M-V/def2-TZVPD
C 0.725 10.542 6.152
O 0.662 9.847 4.850
C 1.114 8.487 4.784
O 1.521 7.788 5.735
O 0.894 8.096 3.496
C 1.163 6.751 3.040
H 0.409 9.896 6.971
H 0.394 11.574 6.264
H 1.800 10.514 6.327
H 1.130 6.756 1.950
H 0.337 6.116 3.359
H 2.154 6.462 3.389
C -2.758 5.311 9.137
O -2.792 4.107 9.772
C -2.716 2.887 9.153
O -2.791 2.653 7.982
O -2.290 2.084 10.161
C -1.816 0.803 9.892
H -3.698 5.844 8.993
H -2.275 5.169 8.170
H -2.200 6.116 9.614
H -1.248 0.677 10.814
H -1.131 0.702 9.051
H -2.632 0.080 9.870
C 7.088 2.841 3.852
O 6.421 1.700 4.387
C 5.403 1.105 3.821
O 5.045 1.389 2.650
O 4.964 0.180 4.563
C 4.023 -0.697 4.071
H 7.534 2.784 2.860
H 7.852 2.952 4.621
H 6.400 3.683 3.936
H 4.454 -1.679 4.270
H 3.818 -0.606 3.005
H 3.056 -0.624 4.569
C 1.631 -8.012 3.404
O 1.116 -7.977 2.106
C 0.529 -6.901 1.631
O 0.571 -5.775 2.169
O -0.064 -7.183 0.427
C -0.899 -6.228 -0.130
H 0.743 -7.885 4.022
H 2.452 -7.336 3.647
H 1.988 -9.037 3.499
H -1.553 -5.686 0.552
H -1.507 -6.704 -0.899
H -0.370 -5.364 -0.534
C 0.063 -5.263 -7.769
O -0.196 -3.970 -8.401
C -0.001 -3.787 -9.690
O 0.351 -4.619 -10.548
O -0.360 -2.538 -9.951
C -0.326 -2.004 -11.218
H 0.842 -5.925 -8.147
H -0.787 -5.936 -7.663
H 0.272 -4.860 -6.778
H -0.696 -0.979 -11.167
H -0.908 -2.560 -11.953
H 0.713 -1.961 -11.542
C 4.401 3.761 -8.591
O 4.262 4.440 -7.357
C 4.842 3.910 -6.279
O 5.466 2.780 -6.196
O 4.472 4.642 -5.283
C 4.772 4.349 -3.920
H 4.096 4.399 -9.421
H 3.739 2.896 -8.639
H 5.374 3.280 -8.700
H 5.856 4.315 -3.807
H 4.343 3.485 -3.413
H 4.438 5.216 -3.350
C 9.576 0.963 -1.458
O 11.016 1.308 -1.299
C 11.371 2.603 -1.230
O 10.758 3.572 -1.539
O 12.599 2.670 -0.675
C 13.156 3.906 -0.510
H 9.106 1.816 -1.949
H 9.230 1.119 -0.437
H 9.397 -0.026 -1.878
H 13.662 3.991 0.452
H 12.477 4.735 -0.308
H 13.831 4.239 -1.298
C -2.265 5.332 -3.139
O -3.200 6.394 -2.956
C -3.674 6.799 -1.887
O -3.375 6.369 -0.760
O -4.532 7.775 -2.117
C -5.200 8.491 -1.023
H -2.292 5.198 -4.221
H -2.697 4.422 -2.723
H -1.327 5.607 -2.658
H -5.998 8.014 -0.452
H -5.412 9.457 -1.480
H -4.452 8.697 -0.258
C 9.440 -5.596 -8.892
O 8.255 -5.049 -8.197
C 7.446 -5.898 -7.472
O 7.578 -7.081 -7.402
O 6.368 -5.298 -6.962
C 5.965 -3.963 -7.254
H 10.154 -6.059 -8.210
H 9.899 -4.748 -9.400
H 9.279 -6.277 -9.727
H 4.972 -3.603 -6.985
H 6.204 -3.866 -8.313
H 6.659 -3.176 -6.960
C 7.397 -5.389 2.095
O 7.221 -6.495 1.324
C 6.563 -6.533 0.244
O 6.199 -5.572 -0.426
O 6.422 -7.832 -0.021
C 5.509 -8.194 -1.029
H 6.669 -5.146 2.869
H 7.440 -4.481 1.493
H 8.348 -5.446 2.624
H 4.923 -9.010 -0.606
H 6.077 -8.673 -1.827
H 4.891 -7.347 -1.325
C -8.918 -8.437 3.767
O -7.802 -7.992 4.550
C -6.851 -7.146 4.005
O -6.764 -6.793 2.864
O -6.156 -6.711 5.108
C -4.865 -6.157 4.878
H -8.533 -9.233 3.130
H -9.411 -7.600 3.272
H -9.713 -8.866 4.376
H -4.797 -5.597 3.945
H -4.072 -6.873 5.092
H -4.771 -5.300 5.546
C -5.495 -2.328 -5.055
O -5.667 -1.834 -6.392
C -5.581 -0.467 -6.698
O -5.655 0.438 -5.942
O -5.519 -0.420 -8.016
C -5.184 0.699 -8.821
H -5.339 -3.405 -5.116
H -6.365 -2.173 -4.417
H -4.610 -1.877 -4.607
H -4.816 0.347 -9.784
H -4.392 1.311 -8.389
H -5.972 1.439 -8.965
C -1.236 0.455 1.524
O -0.156 0.502 0.575
C -0.198 -0.131 -0.541
O -1.143 -0.673 -1.109
O 0.991 0.063 -1.024
C 1.516 -0.769 -2.086
H -1.216 -0.474 2.096
H -2.143 0.464 0.921
H -1.240 1.321 2.186
H 1.620 -1.778 -1.687
H 2.529 -0.430 -2.302
H 0.910 -0.790 -2.992
C -7.819 5.820 4.081
O -9.115 5.356 3.959
C -10.190 6.139 3.808
O -10.072 7.368 3.847
O -11.295 5.417 4.118
C -12.494 6.166 4.128
H -7.111 5.120 3.639
H -7.559 5.984 5.127
H -7.770 6.731 3.485
H -13.320 5.476 3.955
H -12.649 6.849 3.293
H -12.731 6.595 5.101
C -8.709 -2.177 7.991
O -8.073 -2.146 6.718
C -8.552 -1.505 5.695
O -9.568 -0.835 5.695
O -7.717 -1.734 4.599
C -8.129 -1.340 3.350
H -9.157 -1.223 8.269
H -8.063 -2.508 8.804
H -9.597 -2.809 7.990
H -7.366 -1.521 2.593
H -8.151 -0.250 3.319
H -9.090 -1.761 3.054
```



Stability ranking, top entry: entry one; the second entry is 290.6 kJ/mol less favorable.



Entry one
# C21H23N3O3S

C21H23N3O3S in the gas phase (ωB97M-V/def2-TZVPD, OMol25).

The value obtained for the HOMO-LUMO gap is 8.85 eV.

```
51
C21H23N3O3S | OMol25 | ωB97M-V/def2-TZVPD
C 3.152 -2.711 -4.329
C 1.955 -3.613 -4.050
O 0.721 -3.002 -4.382
C 0.195 -2.050 -3.576
C -0.973 -1.439 -4.070
C -1.633 -0.464 -3.366
C -1.133 -0.070 -2.126
N -1.656 0.890 -1.312
C -0.973 1.051 -0.247
N -1.348 1.876 0.795
C -2.589 1.464 1.463
C -2.347 0.134 2.123
C -2.737 -1.048 1.508
C -2.411 -2.269 2.073
C -1.685 -2.318 3.251
C -1.291 -1.142 3.868
C -1.619 0.078 3.306
C -0.596 2.878 1.343
O -0.940 3.435 2.363
C 0.669 3.263 0.605
C 1.859 3.207 1.576
N 1.999 1.907 2.188
C 2.913 0.992 1.783
C 2.842 -0.306 2.561
O 3.716 1.210 0.904
S 0.439 -0.035 -0.078
C 0.030 -0.694 -1.630
C 0.703 -1.673 -2.340
H 3.120 -1.815 -3.714
H 4.072 -3.249 -4.119
H 3.150 -2.409 -5.374
H 1.997 -4.496 -4.694
H 1.951 -3.949 -3.006
H -1.334 -1.766 -5.032
H -2.523 0.005 -3.752
H -2.820 2.241 2.195
H -3.379 1.402 0.711
H -3.295 -1.010 0.583
H -2.720 -3.183 1.588
H -1.426 -3.271 3.687
H -0.725 -1.178 4.787
H -1.313 1.000 3.780
H 0.551 4.292 0.260
H 0.849 2.624 -0.257
H 2.787 3.407 1.036
H 1.715 3.953 2.361
H 1.315 1.651 2.881
H 1.846 -0.738 2.486
H 3.570 -1.004 2.160
H 3.066 -0.118 3.609
H 1.592 -2.113 -1.918
```



Entry two
# C21H23N3O3S

C21H23N3O3S in the gas phase (ωB97M-V/def2-TZVPD, OMol25).

The value obtained for the HOMO-LUMO gap is 8.54 eV.

```
51
C21H23N3O3S | OMol25 | ωB97M-V/def2-TZVPD
O -2.816 -1.272 0.727
C -1.719 -1.387 1.244
C -1.440 -0.639 2.545
S -1.809 1.114 2.241
C -0.372 1.583 1.345
N 0.708 0.905 1.521
C 1.846 1.312 0.878
C 3.040 0.609 1.076
C 4.189 1.013 0.436
C 4.183 2.119 -0.412
C 3.020 2.828 -0.609
C 1.845 2.436 0.034
C 0.610 3.182 -0.166
O 0.492 4.161 -0.874
N -0.487 2.682 0.550
C -1.781 3.298 0.311
C -2.714 2.340 -0.362
C -4.068 2.209 -0.305
C -4.396 1.135 -1.168
C -3.219 0.693 -1.677
O -2.191 1.418 -1.200
N -0.746 -2.157 0.713
C 0.566 -2.324 1.317
C 1.626 -2.934 0.401
C 1.877 -2.134 -0.878
C 0.947 -2.521 -2.023
C -0.514 -2.179 -1.753
C -1.078 -2.868 -0.508
H -0.438 -0.714 2.950
H -2.179 -0.951 3.284
H 3.043 -0.241 1.742
H 5.108 0.467 0.594
H 5.093 2.421 -0.908
H 2.984 3.694 -1.253
H -1.579 4.164 -0.332
H -2.220 3.643 1.252
H -4.742 2.798 0.282
H -5.372 0.744 -1.365
H -2.982 -0.103 -2.354
H 0.474 -2.957 2.211
H 0.930 -1.337 1.617
H 2.547 -2.963 0.989
H 1.380 -3.967 0.149
H 1.774 -1.068 -0.666
H 2.907 -2.304 -1.201
H 1.267 -2.000 -2.928
H 1.037 -3.594 -2.212
H -0.626 -1.100 -1.630
H -1.110 -2.481 -2.617
H -2.169 -2.874 -0.566
H -0.727 -3.899 -0.440
```



Stability ranking, top entry: entry one; the second entry is 54.4 kJ/mol less favorable.